# 1
C7H9N3O | ωB97M-V/def2-TZVPD

Each line ends with the Mulliken charge.
Geometry (Å):
C 4.322 0.106 -0.407  -0.297
N 3.532 -0.732 0.101  -0.347
N 2.689 -0.437 1.054  -0.280
C 1.468 -0.191 0.831  -0.079
C 0.603 0.132 -0.414  -0.527
C -0.545 -0.761 -0.540  -0.341
C -1.785 -0.373 -0.212  0.198
C -2.305 1.019 0.203  -0.441
N -3.693 0.766 0.261  -0.563
C -3.888 -0.474 0.209  0.024
O -2.848 -1.226 -0.233  -0.394
H 5.059 -0.288 -1.120  0.275
H 4.342 1.251 -0.066  0.240
H 1.055 -0.152 1.830  0.401
H 0.050 1.005 -0.257  0.296
H 1.266 0.153 -1.263  0.309
H -0.348 -1.714 -0.883  0.501
H -2.054 1.282 1.150  0.339
H -2.088 1.703 -0.613  0.361
H -4.832 -1.067 0.371  0.325

Summary:
E_LUMO in eV: 0.795
Net charge: 0
M in u: 151.17
HOMO-LUMO gap in Ha: 0.3505
SMILES: C=N/N=C\C/C=C1\CN=CO1


# 2
C7H9N3O2 | ωB97M-V/def2-TZVPD

Each line ends with the Mulliken charge.
Geometry (Å):
C 1.313 1.258 -0.905  0.134
C -0.529 1.940 0.422  0.042
C 0.299 -1.302 -1.367  -1.901
C -0.527 -1.028 0.987  -1.589
C -1.951 -0.273 -0.941  -1.697
C 0.098 0.952 -0.319  0.159
C -0.512 -0.416 -0.424  2.170
N 2.337 1.517 -1.370  -0.462
N -1.059 2.745 1.058  -0.544
N 2.267 1.171 2.191  0.800
O 2.653 2.237 2.497  -0.422
O 2.621 0.047 2.205  -0.391
H 1.313 -1.444 -0.999  0.432
H 0.357 -0.859 -2.360  0.448
H -0.180 -2.276 -1.455  0.433
H 0.488 -1.132 1.365  0.292
H -1.095 -0.404 1.673  0.396
H -0.986 -2.012 0.956  0.463
H -2.418 -1.253 -0.994  0.442
H -1.955 0.163 -1.939  0.390
H -2.535 0.369 -0.282  0.405

Summary:
E_LUMO (spin up / spin down) in eV: -1.387 / -2.396
Net charge: 0
M in u: 167.17
HOMO-LUMO gap (spin up / spin down) in Ha: 0.3031 / 0.2890


# 3
C7H9N3S2 | ωB97M-V/def2-TZVPD

Each line ends with the Mulliken charge.
Geometry (Å):
C 0.021 1.274 2.463  -0.407
C 0.952 1.126 1.482  -0.477
C -1.253 1.707 2.121  -0.328
C -0.795 1.868 -0.096  -0.541
C 0.598 1.495 0.185  0.388
C 0.362 -0.751 -1.431  0.357
C -2.003 -2.186 -1.794  -0.929
N -1.668 1.939 0.874  -0.644
N 2.716 1.124 -0.776  -0.399
N 1.444 1.507 -0.917  -0.217
S 1.407 -1.602 -0.607  -0.331
S -1.153 -0.546 -1.973  0.023
H 0.430 1.328 3.511  0.284
H 1.867 0.799 1.725  0.587
H -2.016 1.922 2.849  0.404
H -1.087 2.079 -1.028  0.886
H -1.164 -3.003 -2.072  0.235
H -2.886 -2.242 -2.237  0.445
H -2.315 -2.232 -0.772  0.306
H 3.219 1.233 -1.635  0.279
H 2.704 0.139 -0.455  0.081

Summary:
E_LUMO (spin up / spin down) in eV: -0.592 / -0.661
Net charge: 0
M in u: 199.30
HOMO-LUMO gap (spin up / spin down) in Ha: 0.2580 / 0.2486


# 4
C7H9N5OPdS3 | ωB97M-V/def2-TZVPD

Each line ends with the Mulliken charge.
Geometry (Å):
Pd 0.564 0.849 0.316  0.059
N -1.070 1.233 2.106  -0.408
N -0.289 0.994 3.252  0.040
C 0.916 1.621 3.339  0.505
N 1.222 2.043 4.631  -0.562
S 1.934 1.837 2.069  -0.351
H -1.584 2.096 2.234  0.202
H -1.693 0.432 1.959  0.063
H -0.805 0.971 4.122  0.215
H 1.043 1.352 5.350  0.242
H 2.178 2.364 4.681  0.263
O -1.024 0.509 -1.275  -0.800
N -0.487 -0.198 -2.242  0.501
C -1.241 -1.172 -2.793  -0.168
C -0.795 -1.935 -3.839  -0.730
C 0.491 -1.690 -4.329  -0.061
C 1.258 -0.720 -3.741  -0.749
C 0.798 0.057 -2.656  0.454
S 1.719 1.253 -1.865  -0.452
H -2.207 -1.276 -2.322  0.424
H -1.433 -2.709 -4.240  0.366
H 0.883 -2.269 -5.156  0.344
H 2.269 -0.523 -4.070  0.349
S -2.226 -1.921 2.146  -0.549
C -0.719 -1.715 1.422  0.454
N 0.298 -1.482 0.902  -0.648

Summary:
E_LUMO (spin up / spin down) in eV: 2.660 / 2.630
Net charge: -1
Spin multiplicity: 2
M in u: 381.80
HOMO-LUMO gap (spin up / spin down) in Ha: 0.2283 / 0.2244


# 5
C7H9NO | ωB97M-V/def2-TZVPD

Each line ends with the Mulliken charge.
Geometry (Å):
C 1.274 -1.359 -0.037  -0.606
C 1.121 -0.023 -0.797  -0.430
C 1.140 -0.083 0.728  -0.332
C -0.277 0.556 1.060  -0.181
N -0.408 1.604 0.021  -0.675
C -0.273 0.643 -1.096  -0.135
C -1.530 -0.219 -0.698  -0.183
O -1.334 -1.478 -0.097  -0.506
C -1.503 -0.321 0.708  -0.268
H 0.497 -2.113 0.021  0.243
H 2.317 -1.768 -0.179  0.254
H 1.975 0.478 -1.210  0.387
H 2.008 0.325 1.289  0.328
H -0.273 0.931 2.078  0.593
H 0.373 2.228 0.149  0.308
H -0.381 1.137 -2.114  0.472
H -2.428 -0.217 -1.326  0.391
H -2.299 -0.322 1.499  0.340

Summary:
E_LUMO in eV: 1.025
Net charge: 0
M in u: 123.15
HOMO-LUMO gap in Ha: 0.3731
SMILES: C1[C@@H]2[C@H]1[C@H]1N[C@@H]2[C@H]2O[C@@H]12


# 6
C7H9NO | ωB97M-V/def2-TZVPD

Each line ends with the Mulliken charge.
Geometry (Å):
C -2.201 -1.230 -0.288  -0.923
C -0.802 -1.313 0.071  -0.020
C 0.194 -0.374 0.135  0.549
C 1.639 -0.927 0.411  -0.963
C 2.484 0.211 -0.160  -0.537
C 1.665 1.324 -0.354  -0.483
C 0.242 1.078 -0.067  0.551
H -2.819 -0.640 0.637  0.221
H -2.401 -0.408 -1.177  0.243
H -2.904 -2.228 -0.656  0.266
H -0.287 -2.375 0.093  0.176
H 2.089 -1.054 1.404  0.298
H 1.790 -1.743 -0.202  0.403
H 3.538 0.368 -0.216  0.418
H 1.974 2.172 -0.890  0.418
H -1.896 3.027 1.055  0.379
N -0.427 2.198 0.039  -0.530
O -1.876 1.913 0.166  -0.465

Summary:
E_LUMO in eV: 0.080
Net charge: 0
M in u: 123.15
HOMO-LUMO gap in Ha: 0.3139


# 7
C7H9NO | ωB97M-V/def2-TZVPD

Each line ends with the Mulliken charge.
Geometry (Å):
C -2.310 -0.194 0.581  -0.138
C -1.146 -0.063 0.169  -0.392
N 0.242 -0.040 0.603  0.260
C 0.650 -1.128 1.492  -1.059
C 0.725 1.287 1.008  -1.028
H -3.342 -0.206 0.294  0.346
H 0.278 -2.077 1.103  0.348
H 1.742 -1.166 1.522  0.320
H 0.252 -0.987 2.499  0.352
H 0.309 1.564 1.980  0.369
H 1.816 1.271 1.038  0.333
H 0.423 2.031 0.270  0.329
C -1.218 0.310 -2.785  -0.015
C -0.479 0.014 -1.863  -0.462
C 1.018 -0.294 -1.449  0.275
O 1.927 0.464 -1.719  -0.513
H -2.029 0.596 -3.413  0.417
H 1.140 -1.382 -1.329  0.257

Summary:
E_LUMO (spin up / spin down) in eV: -0.027 / -0.027
Net charge: 0
M in u: 123.15
HOMO-LUMO gap (spin up / spin down) in Ha: 0.3206 / 0.3206
SMILES: C#CN(C)C.C#CC=O


# 8
C7H9NO2 | ωB97M-V/def2-TZVPD

Each line ends with the Mulliken charge.
Geometry (Å):
C -1.224 1.364 1.289  -1.335
C -0.914 0.544 0.033  0.338
C -0.669 -0.965 0.372  0.246
O -1.608 -1.672 0.707  -0.542
C 0.816 -1.450 0.357  0.500
O 1.156 -2.505 0.808  -0.544
C 1.710 -0.553 -0.409  -0.805
C 1.338 0.616 -0.908  0.157
N 0.060 1.099 -0.863  0.078
C -0.216 2.401 -1.382  -1.021
H -1.862 0.706 1.894  0.444
H -0.265 1.614 1.875  0.255
H -1.777 2.271 1.082  0.398
H -1.873 0.614 -0.530  0.198
H 2.762 -0.791 -0.426  0.343
H 2.015 1.268 -1.440  0.301
H 0.595 2.734 -2.083  0.278
H -0.341 3.182 -0.633  0.343
H -1.102 2.382 -1.939  0.366

Summary:
E_LUMO in eV: -0.324
Net charge: 0
M in u: 139.15
HOMO-LUMO gap in Ha: 0.3050
SMILES: C[C@@H]1C(=O)C(=O)C=CN1C


# 9
C7H9NO2 | ωB97M-V/def2-TZVPD

Each line ends with the Mulliken charge.
Geometry (Å):
O -0.255 1.402 -2.066  -0.643
C 0.571 1.222 -1.185  0.914
C 1.910 0.787 -1.081  -0.609
C 2.296 0.278 0.156  -0.286
N 1.654 0.991 1.047  0.070
C 0.807 1.705 0.163  -0.459
H 3.090 -0.436 0.419  0.397
H 1.731 1.076 2.073  0.231
H 0.745 2.773 0.230  0.348
C -0.364 -1.884 -0.202  -1.062
C -1.029 -0.805 0.636  0.829
C -2.302 -0.223 0.005  -0.913
O -0.557 -0.454 1.691  -0.582
H 0.657 -1.587 -0.258  0.208
H -0.716 -1.898 -1.243  0.325
H -0.589 -2.869 0.170  0.383
H -1.774 0.565 -0.477  0.227
H -3.095 0.237 0.624  0.310
H -2.779 -0.881 -0.704  0.313

Summary:
E_LUMO (spin up / spin down) in eV: -0.609 / -0.608
Net charge: 0
M in u: 139.15
HOMO-LUMO gap (spin up / spin down) in Ha: 0.2967 / 0.2968
SMILES: O=C1C2=CN[C@H]12.CC(C)=O


# 10
C7H9NO2 | ωB97M-V/def2-TZVPD

Each line ends with the Mulliken charge.
Geometry (Å):
C 3.480 -0.886 -0.777  0.024
C 2.286 -0.919 -0.721  -0.678
C 0.797 -0.869 -0.578  -0.329
N 0.494 0.093 0.471  0.071
C -0.785 -0.176 1.184  -0.586
C -1.914 -0.828 0.376  -0.328
C -2.801 -0.185 -0.478  -0.571
C 0.613 1.412 0.032  0.357
O 0.318 1.841 -1.049  -0.549
O 1.132 2.232 0.962  -0.445
H 4.496 -0.611 -0.632  0.414
H 0.423 -0.538 -1.554  0.284
H 0.489 -1.884 -0.332  0.419
H -0.610 -0.777 2.080  0.312
H -1.161 0.793 1.519  0.345
H -2.054 -1.906 0.530  0.378
H -2.478 0.079 -1.488  0.261
H -3.825 0.001 -0.149  0.265
H 1.103 3.128 0.605  0.358

Summary:
E_LUMO in eV: -0.603
Net charge: 0
M in u: 139.15
HOMO-LUMO gap in Ha: 0.2701
SMILES: C#CCN(CC=C)C(=O)O